Computed, not measured: C11H8Cl5I2N2Ni as an isolated structure, with wB97M-V/def2-TZVPD.

Structure (XYZ):
```
29
Properties=species:S:1:pos:R:3:forces:R:3
Ni 0.07999 -0.43629 0.17460 -0.192 0.233 0.064
I 4.46559 0.17658 -0.15160 0.057 -0.195 -0.001
C 3.95829 -1.87368 -0.01814 -0.306 0.326 0.050
I 1.83728 -2.32888 0.11681 0.844 -0.481 -0.059
H 4.40610 -2.28711 0.87650 -0.064 0.003 0.033
H 4.31314 -2.37593 -0.90904 -0.093 -0.010 -0.031
Cl -1.92800 0.96193 0.58626 -0.172 0.544 0.122
C -2.55989 -0.64241 0.32035 -0.070 -0.693 -0.097
C -1.57309 -1.61102 0.19019 0.138 0.420 0.017
C -2.02445 -2.91390 0.02158 -0.173 0.335 0.041
Cl -0.89597 -4.20482 -0.11878 0.178 -0.174 -0.029
C -3.39059 -3.21484 -0.02928 0.083 0.045 0.014
Cl -3.90926 -4.83379 -0.21798 -0.040 -0.064 -0.022
C -4.33978 -2.19425 0.07326 0.138 0.027 0.010
Cl -6.00682 -2.55206 -0.01248 -0.060 -0.002 0.002
C -3.92139 -0.87440 0.25325 -0.023 -0.024 0.016
Cl -5.04730 0.40543 0.38158 -0.031 0.092 0.032
C 1.87317 2.56305 1.71134 -0.028 0.075 -0.044
C 1.44900 2.42224 0.29444 -0.031 -0.193 0.123
N 1.07075 1.30003 -0.29148 -0.443 -0.327 -0.245
C 0.77273 1.60822 -1.61093 0.254 0.155 -0.043
C 0.99208 2.92857 -1.81703 -0.078 -0.142 -0.096
N 1.41286 3.42270 -0.60605 0.091 0.023 0.006
H 1.68437 1.62871 2.23390 0.016 0.010 0.053
H 1.33230 3.36677 2.21114 -0.024 -0.028 0.001
H 2.93970 2.78128 1.77780 0.006 -0.027 -0.005
H 0.45753 0.85778 -2.31907 -0.025 0.041 -0.004
H 0.88538 3.53997 -2.69505 0.022 0.025 0.033
H 1.66626 4.38012 -0.42605 0.025 0.007 0.056
```
Positions in Å, forces in eV/Å.

## Properties
- Charge: +1
- E_tot: -4937.89214 Ha
- Relative energy (zero: lowest compared OMol25 entry of this formula, charge and spin): 73.22 kJ/mol
- HOMO-LUMO gap (spin up / spin down): 8.377 / 6.781 eV
- Spin multiplicity: 3
- M: 657.97 u
- HOMO level (spin up / spin down): -11.772 / -11.769 eV

---

Computed, not measured: a 2-piece molecular cluster, CH4N2O2S overall at a distorted geometry, with wB97M-V/def2-TZVPD.

Structure (XYZ):
```
10
Properties=species:S:1:pos:R:3:forces:R:3
C -0.40119 -0.53594 0.45148 3.618 0.163 -1.830
N 0.83673 1.51089 -0.84728 1.065 2.357 -0.346
N 1.20171 0.09945 -0.71939 -2.429 -2.738 2.048
O 3.37850 1.47192 -0.06680 0.109 -0.446 -0.295
O 1.65754 1.15250 1.66806 0.154 -0.059 -0.746
S 2.04797 1.09591 0.28212 -1.644 1.141 -0.611
H -1.18722 0.13457 0.36158 -1.683 0.715 -1.650
H -0.37861 -1.59157 0.39941 -0.487 -0.759 -0.614
H 0.05929 -0.18118 1.28789 1.437 0.330 2.493
H 1.16264 1.89767 -1.78643 -0.140 -0.706 1.550
```
Positions in Å, forces in eV/Å.

## Properties
- E_tot: -698.47595 Ha
- Relative energy (zero: lowest compared OMol25 entry of this formula, charge and spin): 523.47 kJ/mol
- HOMO-LUMO gap: 9.630 eV
- M: 108.12 u
- HOMO level: -9.922 eV

---

Computed, not measured: C27H34AsHfN6O3 as an isolated structure at a distorted geometry, with wB97M-V/def2-TZVPD.

Structure (XYZ):
```
72
Properties=species:S:1:pos:R:3:forces:R:3
Hf 0.14399 -0.14363 0.04322 -0.004 -0.866 2.362
C -0.93139 -1.73864 -2.50635 0.235 0.548 -0.523
N -1.34731 -1.81730 -1.09981 -0.978 -0.373 -0.315
C -1.11953 -3.26273 -0.77990 1.123 0.618 0.067
C -0.23628 -3.45730 0.38046 2.092 -0.177 1.352
C 1.30194 -3.22913 0.13187 -1.184 -0.560 -0.157
N 1.53766 -1.97374 -0.59121 -2.880 0.233 1.188
C 2.24270 -2.02629 -1.61840 2.924 -1.742 -1.180
C 2.61729 -1.01414 -2.54832 0.500 2.040 -0.241
C 3.59328 -1.21137 -3.54170 0.737 1.608 0.074
C 4.19687 -0.08353 -4.17087 -1.810 -0.681 1.662
C 3.78329 1.20515 -3.82304 0.033 1.152 -0.809
C 2.75937 1.42432 -2.89945 1.460 0.126 -0.748
C 2.22971 0.33415 -2.25884 -0.259 -0.890 -0.955
O 1.24395 0.54491 -1.42919 -0.535 -0.017 0.926
C -2.87541 -1.59504 -1.04077 1.838 0.216 1.224
C -3.42226 -1.54574 0.40079 -0.290 0.544 -0.957
C -3.11654 -0.35303 1.28662 1.179 0.128 1.621
N -1.65339 -0.29838 1.74256 -0.782 -0.689 -1.545
C -1.40025 -0.22047 3.00048 -0.476 -0.524 -0.905
C -0.09383 -0.25543 3.61802 -2.157 0.627 2.317
C -0.05235 0.05339 5.02941 0.169 -0.265 -1.121
C 1.13944 0.29826 5.59824 1.322 1.668 2.749
C 2.34706 0.33585 4.84098 -0.384 -0.156 0.891
C 2.35108 -0.12009 3.57047 -2.158 -0.870 -0.149
C 1.08607 -0.45374 2.99061 2.217 0.274 -1.405
O 1.17068 -0.84606 1.71947 -0.984 0.228 -1.248
H -1.40732 -2.49095 -3.11659 -0.299 -0.349 -0.163
H 0.13726 -1.86579 -2.58046 0.128 -0.253 -0.049
H -1.12296 -0.79397 -2.96607 -0.389 0.792 -0.013
H -0.71853 -3.78290 -1.64702 0.122 0.057 -0.107
H -2.01679 -3.74909 -0.55954 -1.734 -0.507 0.221
H -0.39683 -4.45591 0.79355 0.347 -0.170 -0.206
H -0.46693 -2.83089 1.22915 -0.612 0.550 0.148
H 1.63904 -4.12514 -0.42938 0.406 0.688 0.241
H 1.77209 -3.10229 1.09310 0.295 -0.408 0.303
H 2.85802 -2.94843 -1.70482 -0.564 0.144 -0.526
H 3.99289 -2.19352 -3.73407 -0.085 -0.239 -0.094
H 4.98447 -0.20445 -4.84651 0.947 -0.311 -0.991
H 4.21687 2.11696 -4.34561 -0.382 -1.419 0.758
H 2.45990 2.43248 -2.62693 0.141 -0.341 -0.174
H -3.30054 -2.41389 -1.58343 -0.495 -0.492 -0.334
H -3.01856 -0.70257 -1.60189 -0.503 0.933 -0.261
H -3.16550 -2.45562 0.89099 0.328 -0.785 0.569
H -4.51155 -1.56118 0.34250 -0.093 -0.094 -0.258
H -3.81194 -0.39851 2.18533 0.927 0.142 -0.918
H -3.29781 0.57945 0.76739 -0.175 0.231 -0.150
H -2.29132 -0.09986 3.61072 0.228 -0.051 0.645
H -0.90751 0.13674 5.67013 -0.668 -0.051 -0.253
H 1.16809 0.64266 6.72488 0.037 -0.839 -2.458
H 3.22688 0.71877 5.31087 0.514 -0.026 0.227
H 3.13821 -0.34943 2.90016 1.124 0.403 -0.127
O 0.19755 1.65133 1.10957 -0.451 -0.567 -0.860
N 1.07811 2.35464 1.77192 0.729 0.053 -0.084
C 0.55257 3.00583 2.73968 1.322 1.338 0.713
C 1.37899 3.78616 3.65132 -0.150 -1.356 -0.583
N 2.04240 4.10112 4.52902 0.279 0.656 0.254
C -0.80658 2.93638 3.06236 -2.759 -0.546 0.444
N -1.92536 2.78286 3.32114 1.070 0.300 -0.296
C -1.55998 1.63354 -3.49484 -0.754 0.122 1.114
As -1.33294 1.92654 -1.52025 0.353 -1.501 -0.270
C 0.00638 3.28475 -1.45577 0.821 -0.551 -1.482
C -2.86608 2.95792 -0.96715 1.013 0.181 1.018
H -1.91154 2.56947 -3.85691 -0.414 0.887 -0.436
H -2.35317 0.90456 -3.67436 0.095 0.007 0.093
H -0.70267 1.39039 -4.09114 0.753 -0.334 0.216
H -0.34739 4.13062 -2.00196 -0.079 0.663 -0.580
H 0.94445 2.88165 -1.87917 -0.910 0.405 0.099
H 0.25469 3.60060 -0.48880 -0.005 0.256 1.583
H -3.21451 3.47987 -1.82486 -0.320 0.891 -0.491
H -2.42007 3.62002 -0.16377 -0.946 -0.564 -0.923
H -3.67035 2.34881 -0.58785 -0.144 -0.145 0.264
```
Positions in Å, forces in eV/Å.

## Properties
- Charge: +1
- E_tot: -3887.12616 Ha
- Relative energy (zero: lowest compared OMol25 entry of this formula, charge and spin): 84.84 kJ/mol
- HOMO-LUMO gap: 8.061 eV
- M: 744.02 u
- HOMO level: -10.953 eV

---

Computed, not measured: one molecule with the formula C4H9NO, with wB97M-V/def2-TZVPD.

Structure (XYZ):
```
15
Properties=species:S:1:pos:R:3:forces:R:3
C 1.15246 0.92038 0.14279 0.062 0.134 -0.014
N 0.11882 -0.07331 0.30033 -0.026 0.089 0.072
C 0.40432 -1.06604 1.30279 -0.003 -0.127 0.133
C -0.61440 -0.43713 -0.89329 -0.010 -0.063 0.105
C -1.61552 0.69363 -1.12150 -0.300 -0.002 0.177
O -2.60857 0.81615 -0.44994 0.296 -0.049 -0.413
H 2.12486 0.50500 -0.18625 -0.166 0.013 0.011
H 1.31047 1.43438 1.10047 0.034 -0.097 -0.192
H 0.84310 1.67834 -0.58533 0.077 -0.115 0.114
H 0.53159 -0.55624 2.26714 0.019 -0.147 -0.126
H -0.43899 -1.75560 1.40600 0.135 0.107 -0.047
H 1.32260 -1.65425 1.11556 -0.128 0.058 -0.074
H -1.18331 -1.35567 -0.71356 0.074 0.177 0.053
H 0.00878 -0.59950 -1.79196 0.025 0.080 0.172
H -1.35620 1.44988 -1.89326 -0.091 -0.058 0.029
```
Positions in Å, forces in eV/Å.

## Properties
- E_tot: -287.75799 Ha
- Relative energy (zero: lowest compared OMol25 entry of this formula, charge and spin): 195.49 kJ/mol
- HOMO-LUMO gap: 9.395 eV
- SMILES: CN(C)CC=O
- M: 87.12 u
- HOMO level: -8.383 eV